1.
{
  "formula": "CH2O3",
  "method": "ωB97M-V with the def2-TZVPD basis set",
  "e_homo_ev": -11.286,
  "lumo_ev": 0.526,
  "relative_energy_kj_mol": 0.3,
  "smiles": "O=C(O)O",
  "elements": ["C", "H", "H", "O", "O", "O"],
  "coordinates": [[0.02597, -0.09742, 0.03965], [-0.40870, 0.59256, 1.73970], [0.34118, -0.35930, -1.76481], [-0.47542, 0.86603, 0.82373], [-0.01122, 0.35398, -1.22855], [0.47560, -1.17610, 0.37822]],
  "forces_ev_per_angstrom": [[0.6, -0.5, -0.1], [0.1, -0.3, 0.3], [0.1, -0.2, -0.3], [0.1, -0.2, -0.4], [-0.2, -0.1, 0.6], [-0.7, 1.3, -0.2]]
}


2.
{
  "formula": "CH2O3PS",
  "method": "ωB97M-V with the def2-TZVPD basis set",
  "e_homo_ev": [-3.553, -3.555],
  "lumo_ev": [2.073, 2.074],
  "relative_energy_kj_mol": 195.3,
  "total_charge": -1,
  "elements": ["C", "O", "O", "O", "P", "S", "H", "H"],
  "coordinates": [[0.92824, 0.88598, -0.37290], [1.24331, 0.85269, 0.97171], [1.18506, 1.90540, -1.02733], [0.61786, -1.63670, 0.26789], [0.31527, -0.82816, -0.91271], [-3.04831, 0.05555, 0.11770], [1.16880, -0.07569, 1.23825], [-2.41022, -1.15907, -0.28262]],
  "forces_ev_per_angstrom": [[1.4, 2.7, 0.8], [0.0, 0.5, -1.4], [-0.9, -2.7, 1.1], [0.6, -0.9, 1.4], [-1.4, 0.9, -1.8], [1.7, -1.6, -0.8], [-0.3, -0.3, 0.2], [-1.0, 1.3, 0.5]]
}


3.
{
  "formula": "CH2O3S",
  "method": "ωB97M-V with the def2-TZVPD basis set",
  "e_homo_ev": -10.038,
  "lumo_ev": 0.465,
  "relative_energy_kj_mol": 240.0,
  "elements": ["C", "O", "O", "O", "S", "H", "H"],
  "coordinates": [[0.25396, 0.04931, -0.03557], [-2.29936, -0.66562, -0.19699], [-0.45379, 0.97250, -0.66430], [1.29610, 0.32286, 0.76089], [-1.41911, 0.25163, 0.46432], [0.48289, -1.35489, -0.64005], [2.13930, 0.42421, 0.31170]],
  "forces_ev_per_angstrom": [[1.6, -6.5, -0.5], [-0.8, -0.8, -0.2], [0.3, 2.3, -2.0], [0.3, 0.8, 0.8], [-0.4, 0.1, 1.0], [-0.9, 4.2, 1.2], [0.0, 0.0, -0.4]]
}


4.
{
  "formula": "CH2O3S2",
  "method": "ωB97M-V with the def2-TZVPD basis set",
  "e_homo_ev": -8.831,
  "lumo_ev": 0.051,
  "relative_energy_kj_mol": 62.2,
  "elements": ["C", "O", "O", "O", "S", "S", "H", "H"],
  "coordinates": [[1.07989, 0.58606, 0.72616], [-1.24026, -1.38954, -0.75846], [-0.09556, 0.58350, -1.61586], [-0.20433, 0.29779, 0.83495], [2.03472, 0.77439, 2.01040], [-1.08665, 0.23138, -0.66195], [1.45636, 0.70536, -0.29048], [-1.94417, -1.78895, -0.24477]],
  "forces_ev_per_angstrom": [[1.3, 0.3, 0.3], [0.9, 0.6, -0.5], [0.1, 0.0, -1.3], [-1.3, -0.3, -0.6], [0.0, -0.1, 0.0], [-0.3, -0.6, 1.4], [-0.1, -0.1, 0.2], [-0.4, 0.2, 0.4]]
}


5.
{
  "formula": "CH2O4S",
  "method": "ωB97M-V with the def2-TZVPD basis set",
  "e_homo_ev": -11.368,
  "lumo_ev": -1.089,
  "relative_energy_kj_mol": 217.7,
  "elements": ["C", "O", "O", "O", "O", "S", "H", "H"],
  "coordinates": [[0.58660, 1.12852, -0.28588], [-1.58985, -0.11371, -0.19413], [-0.40705, -2.35394, -0.29912], [0.80059, 0.02969, -0.76878], [0.12253, -0.68715, 1.43837], [-0.53090, -1.01201, 0.19658], [1.38101, 1.79968, -0.31475], [-0.36292, 1.20892, 0.22770]],
  "forces_ev_per_angstrom": [[-0.1, -0.9, 0.2], [-0.5, -1.6, 0.1], [-0.3, 1.5, 0.0], [0.6, -0.4, -0.7], [-0.6, -0.6, -0.1], [-0.3, -1.1, 0.8], [1.1, 1.7, -0.3], [0.1, 1.3, 0.1]]
}


6.
{
  "formula": "CH2O4Si",
  "method": "ωB97M-V with the def2-TZVPD basis set",
  "e_homo_ev": -11.066,
  "lumo_ev": -0.090,
  "relative_energy_kj_mol": 57.4,
  "smiles": "O=[SiH]O.O=C=O",
  "elements": ["C", "O", "O", "O", "O", "Si", "H", "H"],
  "coordinates": [[2.61030, 0.08410, 0.29999], [3.21856, 0.37153, 1.23528], [2.08458, -0.08821, -0.70815], [-2.47564, 0.36500, -0.34163], [-0.32310, -0.72179, 1.08570], [-0.92548, -0.18591, -0.19840], [-0.89296, -0.27875, -1.64444], [-3.29625, 0.45403, 0.27165]],
  "forces_ev_per_angstrom": [[0.8, 0.8, 0.3], [0.0, -0.3, 0.7], [-0.8, -0.5, -1.0], [-1.8, 0.4, 1.5], [0.6, 0.3, -0.3], [-2.7, -0.2, 0.4], [1.2, -0.1, -0.3], [2.7, -0.3, -1.3]]
}